Entry 1:
{"formula": "C41H70N5O6", "method": "ωB97M-V with the def2-TZVPD basis set", "species": ["C", "C", "N", "C", "C", "C", "C", "C", "C", "C", "C", "C", "O", "N", "C", "O", "C", "C", "O", "H", "H", "H", "H", "H", "H", "H", "H", "H", "H", "H", "H", "H", "H", "H", "H", "C", "C", "C", "C", "C", "C", "N", "O", "C", "C", "C", "H", "H", "H", "H", "H", "H", "H", "H", "H", "H", "H", "H", "H", "H", "H", "H", "H", "H", "C", "C", "C", "C", "C", "C", "N", "O", "C", "C", "C", "H", "H", "H", "H", "H", "H", "H", "H", "H", "H", "H", "H", "H", "H", "H", "H", "H", "H", "C", "C", "C", "C", "C", "C", "N", "O", "C", "C", "C", "H", "H", "H", "H", "H", "H", "H", "H", "H", "H", "H", "H", "H", "H", "H", "H", "H", "H"], "positions_angstrom": [[5.034, -7.803, 1.107], [6.098, -6.901, 0.260], [5.708, -5.471, 0.494], [5.569, -4.686, -0.768], [3.979, -4.420, -1.071], [3.285, -4.272, 0.379], [3.769, -3.094, 1.317], [3.214, -2.873, 2.751], [2.129, -3.885, 3.260], [1.667, -4.983, 2.285], [2.181, -5.261, 0.821], [1.485, -6.491, 0.100], [1.691, -6.921, -1.056], [0.596, -7.001, 1.173], [0.617, -6.171, 2.421], [-0.154, -6.499, 3.360], [6.665, -4.865, 1.444], [8.193, -4.497, 1.142], [6.246, -4.656, 2.625], [5.140, -7.652, 2.238], [3.988, -7.441, 0.825], [5.156, -8.904, 0.831], [7.115, -7.070, 0.789], [6.158, -7.203, -0.839], [6.096, -5.169, -1.673], [6.018, -3.624, -0.636], [3.608, -5.357, -1.628], [3.801, -3.493, -1.711], [4.570, -2.405, 0.860], [3.622, -2.009, 3.365], [1.693, -3.821, 4.308], [-0.397, -6.934, 0.886], [8.346, -3.409, 1.459], [8.826, -5.137, 1.869], [8.485, -4.706, 0.056], [-5.037, -2.647, -1.919], [-3.615, -2.922, -2.468], [-3.456, -4.414, -2.848], [-3.290, -5.331, -1.646], [-2.126, -4.858, -0.784], [-2.267, -3.382, -0.345], [-2.582, -2.461, -1.488], [-1.424, -2.264, -2.179], [-3.358, -3.289, 0.749], [-0.972, -2.970, 0.405], [-3.602, -2.113, -3.798], [-5.783, -3.246, -2.451], [-5.172, -2.862, -0.864], [-5.313, -1.595, -2.046], [-2.585, -4.538, -3.501], [-4.319, -4.749, -3.435], [-4.217, -5.376, -1.070], [-3.091, -6.350, -1.994], [-2.052, -5.505, 0.100], [-1.193, -4.997, -1.342], [-3.647, -2.251, 0.932], [-3.000, -3.694, 1.701], [-4.252, -3.871, 0.520], [-0.069, -3.108, -0.195], [-0.830, -3.576, 1.305], [-1.022, -1.922, 0.718], [-3.653, -1.038, -3.607], [-4.465, -2.377, -4.417], [-2.713, -2.307, -4.403], [-0.314, 4.384, -1.727], [-0.668, 3.887, -3.151], [-2.201, 3.785, -3.326], [-2.812, 2.578, -2.631], [-2.120, 1.300, -3.096], [-0.588, 1.344, -2.898], [0.034, 2.598, -3.440], [0.099, 2.467, -4.794], [-0.276, 1.185, -1.390], [0.021, 0.062, -3.526], [-0.187, 5.062, -4.050], [-1.040, 5.127, -1.381], [-0.284, 3.613, -0.965], [0.673, 4.860, -1.708], [-2.449, 3.732, -4.392], [-2.686, 4.694, -2.952], [-2.748, 2.690, -1.547], [-3.878, 2.520, -2.875], [-2.543, 0.448, -2.551], [-2.359, 1.134, -4.152], [0.769, 1.427, -1.176], [-0.439, 0.154, -1.059], [-0.919, 1.788, -0.748], [-0.228, -0.051, -4.584], [-0.359, -0.835, -3.026], [1.112, 0.059, -3.425], [0.903, 5.160, -4.023], [-0.610, 6.010, -3.703], [-0.490, 4.947, -5.094], [-1.877, 5.218, 3.722], [-0.780, 5.972, 2.928], [0.289, 6.546, 3.887], [-0.174, 7.782, 4.642], [-0.655, 8.845, 3.660], [-1.758, 8.324, 2.709], [-1.398, 7.020, 2.058], [-0.511, 7.296, 1.062], [-3.081, 8.193, 3.503], [-2.072, 9.435, 1.672], [-0.099, 4.831, 2.120], [-1.444, 4.686, 4.575], [-2.666, 5.844, 4.123], [-2.377, 4.473, 3.093], [1.193, 6.802, 3.323], [0.597, 5.781, 4.611], [-0.956, 7.522, 5.358], [0.661, 8.183, 5.227], [-1.026, 9.709, 4.224], [0.202, 9.205, 3.081], [-3.826, 7.627, 2.938], [-3.516, 9.174, 3.712], [-2.953, 7.732, 4.483], [-1.190, 9.748, 1.107], [-2.451, 10.335, 2.167], [-2.838, 9.103, 0.963], [-0.783, 4.412, 1.375], [0.201, 4.014, 2.784], [0.805, 5.159, 1.602]], "lowdin_spin": [0.00, 0.00, 0.00, 0.00, 0.00, 0.00, 0.00, 0.00, 0.00, 0.00, 0.00, 0.00, 0.00, 0.00, 0.00, 0.00, 0.00, 0.00, 0.00, 0.00, 0.00, 0.00, 0.00, 0.00, 0.00, 0.00, 0.00, 0.00, 0.00, 0.00, 0.00, 0.00, 0.00, 0.00, 0.00, 0.00, 0.02, 0.01, 0.00, 0.01, 0.02, 0.33, 0.58, 0.00, 0.00, 0.00, 0.00, 0.00, 0.00, 0.00, 0.00, 0.00, 0.00, 0.00, 0.00, 0.00, 0.00, 0.00, 0.00, 0.00, 0.00, 0.00, 0.00, 0.00, 0.00, 0.02, 0.01, 0.00, 0.01, 0.02, 0.32, 0.59, 0.00, 0.00, 0.00, 0.00, 0.00, 0.00, 0.00, 0.00, 0.00, 0.00, 0.00, 0.00, 0.00, 0.00, 0.00, 0.00, 0.00, 0.00, 0.00, 0.00, 0.00, 0.00, 0.02, 0.01, 0.00, 0.01, 0.02, 0.32, 0.60, 0.00, 0.00, 0.00, 0.00, 0.00, 0.00, 0.00, 0.00, 0.00, 0.00, 0.00, 0.00, 0.00, 0.00, 0.00, 0.00, 0.00, 0.00, 0.00, 0.00, 0.00], "s2": 3.7634, "homo_lumo_gap_ev": [7.615, 8.002], "spin_multiplicity": 4, "charge": 0}

=====

Entry 2:
{"formula": "C41H72BN9OPb", "method": "ωB97M-V with the def2-TZVPD basis set", "species": ["Pb", "C", "C", "C", "C", "C", "C", "N", "O", "C", "C", "C", "H", "H", "H", "H", "H", "H", "H", "H", "H", "H", "H", "H", "H", "H", "H", "H", "H", "H", "B", "H", "H", "H", "H", "C", "C", "C", "C", "N", "H", "H", "H", "H", "H", "H", "H", "C", "C", "C", "C", "N", "H", "H", "H", "H", "H", "H", "H", "C", "C", "C", "C", "N", "H", "H", "H", "H", "H", "H", "H", "C", "C", "C", "C", "N", "H", "H", "H", "H", "H", "H", "H", "C", "C", "C", "C", "N", "H", "H", "H", "H", "H", "H", "H", "N", "C", "C", "C", "C", "H", "H", "H", "H", "H", "N", "C", "C", "C", "C", "H", "H", "H", "H", "H", "N", "C", "C", "C", "C", "H", "H", "H", "H", "H"], "positions_angstrom": [[13.507, -22.437, -20.903], [14.437, -27.006, -23.569], [13.631, -25.946, -22.837], [12.252, -26.660, -22.427], [12.427, -27.601, -21.175], [13.181, -26.919, -20.000], [14.462, -26.166, -20.374], [14.224, -25.376, -21.631], [15.201, -24.267, -21.778], [15.639, -27.231, -20.562], [14.765, -25.279, -19.102], [13.171, -24.914, -23.907], [15.429, -26.600, -23.765], [13.824, -27.308, -24.418], [14.674, -27.904, -22.997], [11.745, -27.189, -23.234], [11.543, -25.876, -22.158], [12.941, -28.533, -21.410], [11.464, -27.937, -20.790], [13.418, -27.817, -19.429], [12.512, -26.266, -19.440], [16.560, -26.867, -21.018], [15.191, -28.147, -20.948], [16.065, -27.470, -19.588], [15.729, -24.776, -19.178], [14.566, -25.854, -18.198], [13.924, -24.621, -18.881], [14.022, -24.244, -24.032], [12.273, -24.322, -23.729], [13.041, -25.361, -24.892], [11.248, -21.786, -22.032], [11.164, -21.549, -20.982], [11.810, -20.996, -22.505], [11.751, -22.734, -22.143], [10.249, -21.744, -22.437], [13.530, -19.697, -14.195], [14.247, -20.383, -15.325], [15.130, -19.554, -16.289], [14.514, -18.271, -16.695], [14.006, -17.256, -16.992], [12.605, -19.230, -14.531], [14.261, -19.041, -13.722], [13.145, -20.445, -13.501], [13.308, -20.597, -15.835], [14.729, -21.283, -14.944], [15.441, -20.234, -17.082], [16.007, -19.439, -15.652], [10.206, -17.156, -18.536], [11.248, -16.963, -19.687], [11.440, -18.191, -20.594], [12.457, -19.172, -20.114], [13.195, -20.036, -19.748], [10.348, -18.187, -18.211], [9.211, -16.930, -18.917], [10.444, -16.491, -17.706], [12.237, -16.645, -19.358], [11.021, -16.126, -20.348], [11.595, -18.059, -21.665], [10.417, -18.538, -20.453], [17.955, -22.787, -16.381], [18.110, -23.737, -17.626], [18.057, -22.979, -18.990], [16.785, -22.391, -19.273], [15.701, -22.054, -19.559], [18.818, -22.140, -16.224], [17.947, -23.313, -15.426], [16.987, -22.286, -16.376], [17.337, -24.491, -17.778], [19.114, -24.147, -17.516], [18.322, -23.610, -19.838], [18.737, -22.134, -18.882], [15.805, -22.213, -27.440], [15.092, -22.180, -26.132], [15.217, -20.855, -25.376], [14.774, -20.881, -23.901], [14.392, -20.874, -22.822], [15.793, -23.119, -28.046], [16.876, -22.113, -27.264], [15.639, -21.375, -28.117], [15.422, -23.059, -25.577], [14.051, -22.435, -26.331], [14.726, -20.039, -25.907], [16.287, -20.650, -25.334], [10.527, -20.977, -17.222], [9.280, -21.450, -17.995], [9.448, -22.827, -18.676], [10.855, -23.101, -18.868], [11.948, -23.293, -19.052], [10.466, -20.189, -16.471], [11.398, -20.724, -17.826], [10.829, -21.874, -16.681], [9.043, -20.734, -18.781], [8.396, -21.323, -17.371], [8.873, -22.849, -19.602], [9.068, -23.597, -18.004], [8.372, -23.097, -23.150], [8.118, -24.318, -22.583], [6.864, -24.703, -22.962], [6.277, -23.625, -23.749], [7.227, -22.642, -23.828], [9.166, -22.520, -22.915], [8.899, -24.730, -21.962], [6.375, -25.547, -22.499], [5.332, -23.506, -24.258], [7.072, -21.628, -24.166], [17.755, -22.707, -23.389], [18.928, -22.163, -22.782], [20.008, -22.761, -23.450], [19.622, -23.474, -24.542], [18.202, -23.534, -24.445], [16.867, -22.523, -22.943], [18.845, -21.524, -21.915], [21.023, -22.473, -23.221], [20.248, -23.958, -25.278], [17.538, -24.160, -25.023], [11.093, -20.719, -24.838], [11.659, -19.572, -25.369], [11.398, -19.537, -26.736], [10.798, -20.732, -27.047], [10.479, -21.419, -25.814], [11.169, -20.939, -23.856], [12.309, -18.904, -24.823], [11.618, -18.761, -27.454], [10.512, -21.119, -28.014], [9.962, -22.354, -25.654]], "lowdin_charge": [1.40, -0.05, -0.50, -0.11, -0.17, -0.16, -0.45, -0.17, -0.42, -0.03, -0.06, -0.04, 0.09, 0.08, 0.06, 0.11, 0.09, 0.09, 0.10, 0.11, 0.10, 0.08, 0.06, 0.06, 0.04, 0.08, 0.02, 0.05, 0.07, 0.08, -0.58, -0.07, -0.06, -0.10, -0.03, -0.12, -0.28, -0.17, -0.20, 0.14, 0.07, 0.08, 0.08, 0.09, 0.11, 0.09, 0.11, -0.07, -0.25, -0.15, -0.14, 0.09, 0.05, 0.08, 0.07, 0.09, 0.10, 0.12, 0.11, -0.08, -0.20, -0.18, -0.19, 0.10, 0.07, 0.07, 0.05, 0.09, 0.11, 0.13, 0.12, -0.12, -0.27, -0.12, -0.12, 0.11, 0.08, 0.07, 0.08, 0.09, 0.11, 0.11, 0.11, -0.12, -0.22, -0.13, -0.21, 0.12, 0.07, 0.04, 0.07, 0.10, 0.11, 0.12, 0.13, 0.01, -0.15, -0.11, -0.11, -0.13, 0.05, 0.10, 0.08, 0.08, 0.10, 0.04, -0.11, -0.17, -0.11, -0.11, 0.10, 0.09, 0.09, 0.09, 0.09, 0.02, -0.15, -0.14, -0.12, -0.10, 0.04, 0.09, 0.09, 0.08, 0.10], "homo_lumo_gap_ev": 6.541, "spin_multiplicity": 1, "charge": 0}

=====

Entry 3:
{"formula": "C41H74F6N13O7S2", "method": "ωB97M-V with the def2-TZVPD basis set", "species": ["C", "C", "O", "N", "H", "H", "C", "H", "H", "H", "H", "H", "H", "C", "C", "N", "C", "C", "N", "C", "C", "H", "H", "H", "H", "H", "H", "H", "H", "H", "H", "H", "C", "C", "N", "C", "C", "N", "C", "C", "H", "H", "H", "H", "H", "H", "H", "H", "H", "H", "H", "C", "C", "N", "C", "C", "N", "C", "C", "H", "H", "H", "H", "H", "H", "H", "H", "H", "H", "H", "C", "C", "N", "C", "C", "N", "C", "C", "H", "H", "H", "H", "H", "H", "H", "H", "H", "H", "H", "C", "C", "N", "C", "C", "N", "C", "C", "H", "H", "H", "H", "H", "H", "H", "H", "H", "H", "H", "C", "C", "N", "C", "C", "N", "C", "C", "H", "H", "H", "H", "H", "H", "H", "H", "H", "H", "H", "C", "F", "F", "F", "S", "O", "O", "O", "C", "F", "F", "F", "S", "O", "O", "O"], "positions_angstrom": [[-0.510, -5.638, 3.033], [-0.983, -4.577, 2.065], [-1.762, -4.873, 1.131], [-0.634, -3.086, 2.315], [-0.149, -2.877, 3.175], [0.047, -2.935, 1.584], [-1.867, -2.278, 2.154], [-0.409, -5.236, 4.041], [0.442, -6.052, 2.701], [-1.185, -6.493, 3.004], [-1.530, -1.242, 2.148], [-2.599, -2.415, 2.950], [-2.311, -2.347, 1.161], [-0.173, -2.615, -4.804], [-0.432, -2.582, -3.343], [-0.580, -3.955, -2.833], [0.078, -4.523, -1.745], [-0.073, -5.990, -1.792], [-0.853, -6.290, -2.897], [-1.178, -5.086, -3.500], [-1.048, -7.576, -3.385], [0.764, -3.106, -5.066], [-0.130, -1.620, -5.249], [-1.040, -3.077, -5.276], [-1.246, -1.937, -3.013], [0.473, -2.274, -2.818], [0.586, -3.922, -1.006], [0.378, -6.661, -1.076], [-1.825, -4.998, -4.361], [-1.972, -7.705, -3.949], [-1.061, -8.175, -2.474], [-0.185, -7.826, -4.001], [4.193, -0.519, -3.581], [4.339, -0.037, -5.044], [5.632, 0.534, -5.301], [6.867, -0.062, -5.164], [7.914, 0.716, -5.546], [7.368, 1.884, -5.995], [6.001, 1.766, -5.918], [8.060, 2.975, -6.574], [5.137, -0.989, -3.305], [3.441, -1.300, -3.473], [3.790, 0.282, -2.961], [3.531, 0.670, -5.230], [4.038, -0.849, -5.706], [6.970, -1.086, -4.837], [8.979, 0.538, -5.519], [5.306, 2.460, -6.368], [8.100, 2.623, -7.605], [9.035, 3.062, -6.095], [7.511, 3.915, -6.519], [6.256, -0.105, 5.735], [5.119, -0.681, 4.848], [5.433, -0.679, 3.375], [6.592, -1.212, 2.840], [6.587, -0.721, 1.530], [5.441, -0.004, 1.273], [4.675, -0.105, 2.402], [5.166, 0.781, 0.055], [7.201, -0.634, 5.619], [6.128, -0.181, 6.815], [6.366, 0.966, 5.568], [4.169, -0.162, 4.976], [4.864, -1.725, 5.027], [7.381, -1.670, 3.417], [7.350, -0.748, 0.766], [3.827, 0.529, 2.616], [6.025, 1.369, -0.268], [4.388, 1.496, 0.319], [4.870, 0.238, -0.843], [-0.515, 1.596, 4.887], [-0.526, 2.337, 3.497], [-1.223, 3.629, 3.741], [-2.547, 3.761, 4.155], [-2.857, 5.068, 4.357], [-1.777, 5.800, 3.971], [-0.720, 4.923, 3.656], [-1.685, 7.247, 3.898], [-1.575, 1.491, 5.119], [-0.029, 2.097, 5.724], [-0.047, 0.619, 4.769], [-1.029, 1.789, 2.700], [0.509, 2.424, 3.166], [-3.247, 2.940, 4.134], [-3.819, 5.503, 4.586], [0.259, 5.204, 3.298], [-2.351, 7.579, 3.102], [-0.654, 7.363, 3.565], [-1.812, 7.644, 4.905], [-8.926, 2.919, -2.177], [-8.276, 1.835, -3.029], [-7.000, 1.502, -2.560], [-6.712, 0.882, -1.350], [-5.306, 0.523, -1.400], [-4.764, 0.986, -2.635], [-5.854, 1.619, -3.266], [-3.325, 0.923, -3.021], [-8.154, 3.689, -2.159], [-8.862, 2.698, -1.111], [-9.701, 3.579, -2.566], [-8.089, 2.296, -3.999], [-9.003, 1.039, -3.187], [-7.446, 0.870, -0.558], [-4.663, 0.074, -0.657], [-5.787, 2.035, -4.261], [-2.804, -0.006, -2.790], [-2.879, 1.703, -2.404], [-3.157, 1.189, -4.064], [-3.706, 5.151, 0.637], [-4.323, 3.724, 0.195], [-4.457, 2.715, 1.157], [-3.511, 1.809, 1.563], [-4.091, 0.983, 2.621], [-5.356, 1.566, 2.958], [-5.583, 2.534, 1.987], [-6.160, 1.304, 4.126], [-3.813, 5.827, -0.212], [-2.620, 5.181, 0.731], [-4.283, 5.629, 1.429], [-3.710, 3.407, -0.648], [-5.354, 3.824, -0.147], [-2.619, 1.688, 0.966], [-3.665, 0.242, 3.282], [-6.471, 3.148, 1.992], [-7.132, 1.786, 4.019], [-5.854, 1.770, 5.063], [-6.225, 0.218, 4.180], [3.928, -4.430, 2.359], [3.206, -5.166, 3.165], [4.588, -3.458, 2.928], [4.835, -5.300, 1.901], [2.735, -3.853, 0.840], [1.807, -2.907, 1.439], [3.698, -3.318, -0.152], [2.032, -5.093, 0.456], [1.863, -0.173, -0.429], [2.221, -0.988, -1.325], [2.440, -0.557, 0.703], [2.252, 1.081, -0.678], [-0.086, -0.243, -0.323], [-0.393, -1.670, -0.518], [-0.294, 0.319, 0.990], [-0.628, 0.518, -1.495]], "lowdin_charge": [0.04, -0.30, 0.11, 0.10, 0.17, 0.08, -0.03, 0.10, 0.10, 0.11, 0.06, 0.11, 0.10, -0.07, -0.20, -0.02, 0.02, 0.04, -0.13, 0.05, 0.00, 0.10, 0.09, 0.08, 0.11, 0.10, 0.08, 0.13, 0.15, 0.12, 0.12, 0.12, -0.06, -0.17, -0.02, -0.03, 0.01, -0.12, 0.07, 0.02, 0.08, 0.07, 0.06, 0.13, 0.13, 0.14, 0.15, 0.16, 0.13, 0.12, 0.12, -0.04, -0.13, -0.06, 0.03, 0.01, -0.06, -0.01, 0.02, 0.08, 0.09, 0.08, 0.11, 0.12, 0.15, 0.14, 0.15, 0.11, 0.09, 0.08, -0.03, -0.14, -0.03, -0.04, -0.01, -0.10, 0.08, 0.04, 0.06, 0.09, 0.08, 0.07, 0.13, 0.11, 0.15, 0.16, 0.11, 0.10, 0.12, -0.04, -0.19, -0.08, 0.03, 0.02, -0.06, 0.05, 0.02, 0.07, 0.07, 0.11, 0.14, 0.15, 0.13, 0.11, 0.17, 0.08, 0.08, 0.11, -0.02, -0.17, -0.08, 0.00, 0.04, -0.09, 0.06, 0.01, 0.08, 0.07, 0.07, 0.12, 0.13, 0.12, 0.12, 0.17, 0.11, 0.11, 0.12, -0.65, 0.15, 0.15, 0.14, 0.55, -0.37, -0.33, -0.33, -0.70, 0.18, 0.11, 0.12, 0.54, -0.34, -0.35, -0.36], "homo_lumo_gap_ev": 7.308, "spin_multiplicity": 1, "charge": 5}

=====

no.,total energy (eV)
1,-63376.0425
2,-65057.8122
3,-115347.0309